No. 1
Entry from OMol25: 2 unconnected molecules or ions with the total composition C2H10N2O2Si at a distorted geometry (ωB97M-V with the def2-TZVPD basis set).

* charge: 0
* Kohn-Sham gap: 0.3649 Eh
* lowest unoccupied orbital energy: 0.010 Ha
* relative energy (zero: lowest compared OMol25 entry of this formula, charge and spin): 48.8 kcal per mole
* structure (SMILES): CO[Si](=N)OC.N
* spin multiplicity: 1

```
17
Properties=species:S:1:pos:R:3:forces:R:3:lowdin_charge:R:1
C -0.94604 2.44416 0.51371 -0.383 1.960 -0.828 -0.173
O 0.27821 2.01272 -0.00752 1.590 -2.191 0.646 -0.229
Si 0.80002 0.48721 0.48795 0.432 1.691 -1.131 0.376
N 0.32972 -0.57002 1.57643 -1.097 -0.019 -0.143 -0.113
O 2.08811 0.24697 -0.43864 0.660 -1.480 -0.145 -0.246
C 2.69305 -1.12625 -0.68514 0.045 3.233 -1.028 -0.038
H -1.11846 3.46412 0.07355 -0.096 -0.953 0.438 0.106
H -0.95549 2.54945 1.58657 0.019 -0.162 0.465 0.078
H -1.69109 1.76621 0.16206 -1.059 -0.235 0.059 0.064
H -0.66513 -0.48849 1.80965 0.448 -0.133 0.425 -0.045
H 1.94856 -1.86805 -0.51337 -0.478 -0.629 -0.332 0.058
H 3.49159 -1.23585 0.01620 0.525 -0.140 0.370 0.069
H 3.10355 -0.96801 -1.72736 -0.633 -0.909 1.196 0.107
N -2.60174 -1.55450 -0.65232 1.307 2.693 0.686 0.018
H -2.51474 -2.45246 -0.28598 0.168 -1.771 1.191 -0.028
H -2.48317 -1.70976 -1.62795 0.205 0.335 -0.989 -0.011
H -1.75695 -0.99745 -0.28782 -1.654 -1.289 -0.882 0.008
```
Forces are in eV/Å.



No. 2
Entry from OMol25: 10 unconnected molecules or ions with the total composition C35H47F13N2O37S9 at a distorted geometry (ωB97M-V with the def2-TZVPD basis set).

* charge: 0
* Kohn-Sham gap: 0.3153 Eh
* lowest unoccupied orbital energy: -0.024 Ha
* structure (SMILES): FC(F)C(F)(F)C(F)(F)C(F)(F)COCCc1cc(C(F)(F)C(F)(F)F)cc2nccnc12.O=S1(=O)OCCO1.O=S1(=O)OCCO1.O=S1(=O)OCCO1.O=S1(=O)OCCO1.O=S1(=O)OCCO1.O=S1(=O)OCCO1.O=S1(=O)OCCO1.O=S1(=O)OCCO1.O=S1(=O)OCCO1
* spin multiplicity: 1

```
143
Properties=species:S:1:pos:R:3:forces:R:3:lowdin_charge:R:1
F -6.42747 4.29116 2.89153 1.267 -0.444 -0.571 0.071
C -5.10566 3.94224 2.76827 0.981 0.230 1.333 -0.224
F -4.43030 4.63627 3.77248 -0.630 -0.608 -1.074 0.056
C -4.45943 4.40251 1.41462 -0.661 1.943 0.697 -0.319
F -3.13520 4.06137 1.43078 -1.340 -0.252 -0.305 0.133
F -4.49853 5.79184 1.42299 -0.050 -1.431 -0.133 0.114
C -5.22698 3.95970 0.11946 -0.410 0.379 -0.885 -0.306
F -6.53898 4.39499 0.12314 1.430 -0.395 0.662 0.121
F -4.63827 4.62897 -0.93749 -0.305 -1.087 1.064 0.125
C -5.24808 2.41608 -0.15321 0.104 -0.997 -2.053 -0.327
F -5.90555 1.73581 0.86279 0.625 0.949 -0.614 0.089
F -6.00286 2.25125 -1.30589 0.396 0.381 1.449 0.104
C -3.81892 1.81437 -0.47431 0.345 1.080 0.171 -0.105
O -3.78773 1.05396 -1.66369 -0.115 -0.481 1.477 -0.112
C -3.27485 -0.26680 -1.46192 0.353 -1.294 -0.715 -0.181
C -1.73496 -0.41733 -1.72235 0.149 1.020 0.201 -0.117
C -0.85608 0.51939 -0.81236 0.276 -0.301 0.451 -0.121
C -0.24512 0.01032 0.36055 0.300 1.499 -0.426 0.043
C 0.60494 0.88864 1.21533 -1.104 1.094 -1.831 -0.081
C 1.32781 0.38844 2.47664 0.418 0.520 -0.848 -0.343
F 2.02912 1.41953 3.08034 -0.792 -1.014 -0.336 0.087
F 2.27985 -0.56822 2.15032 -1.211 0.696 0.354 0.104
C 0.39135 -0.22231 3.58093 0.912 -0.810 1.663 -0.443
F -0.52156 -1.10698 3.11421 0.659 1.212 0.323 0.148
F -0.20279 0.72672 4.36249 0.279 -0.983 -1.402 0.141
F 1.20269 -0.93888 4.45045 -0.861 0.670 -0.878 0.102
C 0.74337 2.23788 0.82211 -0.139 -0.524 -0.037 0.080
C 0.11556 2.80918 -0.39937 0.227 -0.978 0.773 -0.166
N 0.31818 4.15799 -0.67261 -1.382 -1.216 -1.460 0.129
C -0.30892 4.53613 -1.78936 0.028 -0.673 0.099 -0.087
C -1.08102 3.62696 -2.64960 -0.001 0.053 0.057 -0.073
N -1.28871 2.32871 -2.41906 1.221 2.299 1.343 0.128
C -0.67816 1.94193 -1.24283 0.305 -1.532 1.223 -0.178
H -4.91441 2.86256 2.98574 -0.603 0.749 -0.400 0.178
H -3.46457 1.24505 0.41745 -0.232 0.414 -0.582 0.145
H -3.15281 2.70469 -0.63696 -0.480 -0.803 0.336 0.119
H -3.79528 -0.91758 -2.21519 0.409 0.606 0.635 0.134
H -3.51722 -0.69835 -0.45892 -0.012 0.632 -0.522 0.128
H -1.43745 -1.48533 -1.58605 -0.263 0.872 0.014 0.119
H -1.52807 -0.13201 -2.78318 -0.240 -0.294 0.933 0.100
H -0.37590 -1.05290 0.63563 0.077 0.769 -0.320 0.124
H 1.36659 2.91266 1.45352 -0.644 -0.434 -0.762 0.123
H -0.22994 5.60067 -2.09552 -0.017 -0.843 0.288 0.112
H -1.53224 4.05487 -3.57455 0.384 -0.392 0.797 0.119
O 0.87018 -1.58477 -2.76624 -0.299 0.223 -0.161 -0.222
S 1.32581 -0.32867 -3.26525 1.562 0.012 -0.441 0.627
O 0.43753 0.69200 -3.69979 -0.130 -0.303 0.122 -0.214
O 2.39402 -0.61046 -4.42831 1.024 2.584 3.008 -0.268
C 3.64894 0.00573 -4.08513 0.162 0.603 -0.362 -0.147
C 3.68318 0.01784 -2.57253 0.439 -0.519 -0.108 -0.155
O 2.33564 0.30555 -2.17903 -0.521 0.185 -0.311 -0.190
H 3.65326 1.02306 -4.48924 -0.040 0.023 0.093 0.139
H 4.48388 -0.56314 -4.51320 -1.345 0.399 0.106 0.081
H 4.36716 0.76526 -2.17617 -0.254 0.092 0.084 0.141
H 3.94988 -0.96533 -2.17450 0.071 0.034 -0.034 0.130
O 6.00568 -1.13767 -4.21981 1.690 -0.384 0.089 -0.247
S 7.02936 -2.04784 -3.79585 0.052 -0.855 0.294 0.697
O 8.39259 -1.65028 -3.67411 -2.451 2.423 1.159 -0.225
O 6.89154 -3.36416 -4.71052 -1.602 1.622 2.371 -0.279
C 6.66559 -4.50983 -3.88184 0.221 -0.312 0.171 -0.147
C 5.95473 -3.97945 -2.66080 -0.846 -0.139 -0.189 -0.151
O 6.56489 -2.71174 -2.39777 0.578 0.291 -0.269 -0.178
H 7.63058 -4.93696 -3.62410 -0.124 -0.102 0.025 0.091
H 6.07192 -5.25263 -4.41221 -0.017 0.255 -0.206 0.149
H 6.05002 -4.63858 -1.80005 0.191 0.230 0.079 0.139
H 4.89553 -3.80462 -2.86954 0.005 -0.093 0.008 0.117
O 9.67632 -5.60291 -3.74080 -0.046 0.175 -0.113 -0.218
S 10.11353 -4.32617 -4.19958 0.592 0.465 -0.491 0.669
O 9.21296 -3.28932 -4.56908 2.792 -3.267 -0.833 -0.260
O 11.16903 -4.56048 -5.40258 -0.090 -0.217 0.560 -0.179
C 12.42187 -3.95894 -5.07012 0.216 0.470 -0.057 -0.170
C 12.49113 -4.00121 -3.55633 0.312 -0.491 0.041 -0.168
O 11.15685 -3.73200 -3.12102 -0.263 0.107 -0.515 -0.171
H 12.41449 -2.92970 -5.43794 0.043 -0.014 0.039 0.134
H 13.24131 -4.50362 -5.53613 -0.201 -0.135 -0.047 0.135
H 13.18293 -3.26622 -3.15003 -0.249 0.100 0.077 0.137
H 12.76901 -4.99691 -3.20066 0.065 0.034 -0.042 0.134
O 7.47755 -3.95342 -6.66760 0.271 -0.957 -2.197 -0.207
S 7.27885 -4.11424 -8.06858 0.336 0.243 -0.123 0.656
O 6.29492 -4.98558 -8.60750 0.000 0.142 0.242 -0.212
O 8.70552 -4.45683 -8.74746 -0.271 0.345 0.311 -0.185
C 9.01753 -3.47582 -9.73798 -0.117 0.064 -0.529 -0.171
C 8.32452 -2.20996 -9.27192 0.479 0.226 0.276 -0.168
O 7.08092 -2.65397 -8.72563 -0.005 -0.608 -0.188 -0.179
H 8.61642 -3.81761 -10.69547 0.029 0.054 0.000 0.133
H 10.09557 -3.34965 -9.82215 -0.032 -0.154 0.192 0.134
H 8.15729 -1.50415 -10.08299 -0.257 -0.087 0.060 0.136
H 8.88898 -1.71946 -8.47429 0.034 -0.001 -0.060 0.134
O -12.00416 2.58227 5.31174 0.061 -0.261 -0.205 -0.229
S -11.39954 2.31108 4.05147 0.448 0.375 -0.331 0.630
O -11.82774 1.25066 3.21381 -0.214 0.132 0.265 -0.205
O -9.80757 2.18820 4.27604 -0.605 0.294 0.194 -0.185
C -9.12928 3.15298 3.46364 0.196 0.021 -0.536 -0.173
C -10.10837 4.29902 3.31247 0.257 0.333 0.437 -0.162
O -11.38812 3.67169 3.18742 0.106 -0.642 0.010 -0.182
H -8.90794 2.69101 2.49833 0.023 0.049 0.015 0.137
H -8.20243 3.46339 3.93614 -0.163 -0.180 0.203 0.115
H -9.89558 4.91654 2.44246 -0.232 -0.137 -0.073 0.139
H -10.12501 4.92669 4.20736 0.061 0.010 -0.042 0.135
O 2.76222 -3.95650 -4.54886 -0.078 0.306 0.019 -0.215
S 1.76050 -3.41246 -5.40239 -0.565 -0.166 -0.426 0.650
O 1.61131 -2.01628 -5.60189 -1.152 -3.079 -2.147 -0.218
O 0.33668 -4.03815 -4.97012 0.599 -0.189 -0.052 -0.182
C -0.25094 -4.71641 -6.08257 -0.292 0.148 -0.429 -0.167
C 0.92049 -5.19064 -6.92113 0.021 -0.529 0.234 -0.171
O 1.87609 -4.13207 -6.84574 -0.252 0.341 0.297 -0.181
H -0.86781 -4.00053 -6.63153 0.009 -0.050 -0.019 0.134
H -0.87311 -5.54115 -5.73926 0.108 0.092 0.213 0.135
H 0.64228 -5.38348 -7.95523 0.156 0.220 -0.018 0.136
H 1.37480 -6.08871 -6.49396 -0.078 -0.023 -0.034 0.133
O -14.87540 1.84577 10.16501 0.140 -0.038 0.319 -0.221
S -13.49079 1.57742 10.33596 0.273 0.094 -0.494 0.618
O -12.98304 0.86715 11.45568 -0.280 -0.007 -0.097 -0.221
O -12.68825 2.97121 10.19759 -0.426 -0.327 -0.174 -0.190
C -11.73150 2.87425 9.13929 0.539 -0.214 -0.066 -0.167
C -12.31776 1.87128 8.16680 -0.265 0.409 -0.321 -0.185
O -12.93509 0.87815 8.99434 0.194 0.190 0.715 -0.185
H -10.79070 2.51314 9.56279 -0.006 0.014 -0.039 0.133
H -11.57079 3.84802 8.68022 -0.204 0.033 0.154 0.135
H -11.56341 1.42274 7.52632 -0.120 -0.197 0.137 0.124
H -13.09279 2.32664 7.54854 0.104 -0.011 -0.034 0.122
O 2.05678 5.81572 2.33853 0.232 0.250 -0.106 -0.223
S 2.56792 6.17096 3.61299 -0.085 -0.485 0.497 0.616
O 3.48988 7.22871 3.82261 -0.267 0.043 -0.302 -0.213
O 3.17447 4.82903 4.27635 -0.453 0.205 -0.216 -0.192
C 2.51898 4.56447 5.51814 0.080 0.143 0.519 -0.171
C 1.13124 5.15641 5.36601 -0.249 -0.508 -0.172 -0.170
O 1.32766 6.36472 4.62708 0.617 0.075 0.018 -0.188
H 3.07817 5.06488 6.31268 -0.050 -0.027 0.016 0.133
H 2.49250 3.49378 5.71380 0.093 0.017 -0.240 0.133
H 0.65999 5.36479 6.32435 0.049 0.254 -0.102 0.136
H 0.48324 4.50108 4.77755 0.020 -0.035 0.064 0.131
O -3.19312 -3.34856 8.03336 0.152 -0.049 0.268 -0.219
S -1.81390 -3.64990 8.18951 0.238 0.142 -0.343 0.620
O -1.31512 -4.40359 9.28337 -0.269 -0.013 -0.125 -0.216
O -0.98295 -2.27047 8.08625 -0.455 -0.359 -0.228 -0.187
C -0.03465 -2.35691 7.01923 0.549 -0.134 -0.047 -0.173
C -0.64668 -3.31932 6.02171 -0.231 0.420 -0.342 -0.176
O -1.27874 -4.32136 6.82248 0.205 0.150 0.575 -0.187
H 0.90077 -2.74952 7.42575 -0.004 0.008 -0.060 0.137
H 0.14298 -1.37472 6.58846 -0.185 0.024 0.191 0.115
H 0.09597 -3.76471 5.36310 -0.074 -0.200 0.156 0.137
H -1.41752 -2.82972 5.42044 0.071 0.028 -0.021 0.130
```
Forces are in eV/Å.



No. 3
Entry from OMol25: a molecular structure, C19H16F3N2O2PSTi (ωB97M-V with the def2-TZVPD basis set).

* charge: +2
* Kohn-Sham gap: 0.2792 Eh
* lowest unoccupied orbital energy: -0.285 Ha
* relative energy (zero: lowest compared OMol25 entry of this formula, charge and spin): 1.0 kcal per mole
* spin multiplicity: 1

```
45
Properties=species:S:1:pos:R:3:forces:R:3:lowdin_charge:R:1
Ti 1.02277 0.39707 -1.49821 0.132 0.181 -0.010 0.828
O 4.42048 -1.66640 -1.15489 0.040 -0.008 0.025 0.225
C 3.49526 -1.08689 -0.72168 -0.115 0.046 -0.131 -0.530
O 2.60703 -0.38332 -1.54699 0.053 0.022 0.056 -0.195
C 3.04459 -1.00905 0.72678 -0.013 0.037 0.040 -0.150
P 1.32480 -0.41112 0.77200 -0.003 -0.081 -0.060 1.076
C 0.27422 -1.59952 -0.09381 -0.102 -0.056 0.163 -0.414
C -1.10442 -1.30368 -0.08911 0.005 -0.013 -0.018 -0.115
C -1.99589 -2.12490 -0.75597 0.004 0.008 -0.007 -0.049
C -1.52721 -3.23670 -1.44618 0.046 -0.013 -0.005 -0.022
C -0.16863 -3.53587 -1.46644 -0.032 0.007 -0.001 -0.023
C 0.73161 -2.72762 -0.79422 0.008 0.026 -0.036 -0.047
C 0.72485 -0.05728 2.40968 0.013 0.014 -0.103 -0.367
C 0.21462 -1.08324 3.20851 -0.003 0.031 0.028 -0.067
C -0.18109 -0.79148 4.50237 -0.005 -0.015 0.005 -0.040
C -0.06394 0.50500 4.99136 0.001 -0.012 -0.011 -0.029
C 0.44406 1.52113 4.19303 0.013 0.039 -0.012 -0.045
C 0.83911 1.24735 2.89328 -0.020 -0.031 0.044 -0.079
H 3.66432 -0.26770 1.24108 0.006 -0.015 0.014 0.130
H 3.19859 -1.96583 1.22666 0.001 0.002 0.005 0.129
H -1.47149 -0.45858 0.48397 0.001 -0.012 0.023 0.117
H -3.05664 -1.91447 -0.71887 0.001 -0.004 -0.003 0.125
H -2.22455 -3.88432 -1.96107 -0.001 0.001 0.000 0.129
H 0.18855 -4.40919 -1.99486 -0.004 -0.001 -0.002 0.132
H 1.78183 -2.99081 -0.80487 0.005 0.000 0.004 0.124
H 0.12847 -2.09380 2.82804 0.001 0.000 -0.002 0.119
H -0.57569 -1.57617 5.13321 0.001 0.002 0.001 0.123
H -0.37036 0.72354 6.00542 0.000 0.000 0.001 0.125
H 0.53473 2.52573 4.58274 -0.002 -0.003 0.004 0.122
H 1.24050 2.03707 2.26878 0.001 0.006 0.001 0.106
S -0.28271 -0.27347 -3.52017 0.025 -0.070 -0.082 0.836
C -1.30487 0.92243 -2.92001 -0.053 0.080 0.065 -0.748
N -2.38580 1.39477 -3.59161 0.003 -0.014 -0.017 0.131
C -3.18770 2.35905 -3.09180 -0.008 0.003 -0.005 0.029
C -2.91305 2.89479 -1.86516 0.021 -0.008 0.016 0.028
C -1.78780 2.40601 -1.20031 -0.017 0.008 0.010 -0.026
N -1.02215 1.44828 -1.70645 0.047 -0.006 0.021 -0.014
H -2.57196 1.00709 -4.51148 -0.011 0.006 0.000 0.180
H -4.02162 2.66451 -3.70955 0.004 -0.009 -0.010 0.161
H -3.53120 3.67012 -1.44075 0.002 0.001 0.002 0.136
H -1.49398 2.79954 -0.23499 -0.003 0.002 -0.001 0.142
F 1.65347 2.25811 -2.42120 -0.027 -0.079 -0.073 -0.011
C 1.73791 2.27419 -0.98023 -0.017 -0.089 0.084 -0.562
F 0.98400 3.28430 -0.56582 0.013 0.004 -0.011 0.121
F 2.98698 2.51134 -0.66021 -0.011 0.013 -0.011 0.161
```
Forces are in eV/Å.



So what do the calculations give for HOMO? Going down the list: -9.67; -9.23; -15.34 eV.